Record 1
6
Properties=species:S:1:pos:R:3 method="wB97M-V/def2-TZVPD" s2=8.76 orbital_gap_ev="8.27 / 8.62" charge=+2 multiplicity=6 e_above_lowest_ev=0.245
O 1.997 -0.949 -0.311
C 1.169 -0.179 -0.202
C -1.571 -0.384 0.239
O -2.093 0.589 -0.346
H -2.106 -1.357 0.147
Ru -0.353 1.330 0.450

Record 2
7
Properties=species:S:1:pos:R:3 method="wB97M-V/def2-TZVPD" orbital_gap_ev=7.46 charge=-1 e_above_lowest_ev=1.000 smiles="O=C([O-])C(=S)S"
C 0.231 0.972 0.606
C 0.025 -0.683 0.487
O -0.721 1.703 0.486
O 1.470 1.074 0.589
S 0.661 -1.861 1.312
S -0.797 -1.154 -1.219
H -0.870 -0.050 -2.261

Record 3
7
Properties=species:S:1:pos:R:3 method="wB97M-V/def2-TZVPD" orbital_gap_ev=7.64 charge=-1 e_above_lowest_ev=0.264 smiles="O=C([O-])C1SS1"
C 0.379 1.050 -1.497
C -0.904 0.642 -0.622
O 1.326 0.290 -1.395
O 0.245 2.072 -2.117
S -2.522 0.090 -1.129
S -1.148 -1.030 0.043
H -0.960 1.301 0.187